1.
{"formula": "C21H32N6O3S2", "method": "ωB97M-V/def2-TZVPD", "charge": 0, "lumo_ev": 0.09, "spin_multiplicity": 1, "smiles": "CCN(CC)S(=O)(=O)c1cccc(-c2nnc(SCC(=O)N[C@H]3CCCC[C@H]3C)n2N)c1", "e_homo_ev": -8.69, "symbols": ["C", "H", "H", "H", "C", "N", "S", "O", "O", "C", "C", "C", "C", "C", "C", "H", "H", "H", "C", "N", "N", "C", "N", "N", "H", "H", "S", "C", "H", "H", "C", "O", "N", "H", "C", "C", "C", "C", "C", "C", "C", "H", "H", "H", "H", "H", "H", "H", "H", "H", "H", "H", "H", "H", "H", "C", "C", "H", "H", "H", "H", "H", "H", "H"], "positions_angstrom": [[-2.51462, -1.75252, 1.58134], [-1.74853, -1.79964, 2.35072], [-2.83682, -2.76720, 1.36032], [-2.07710, -1.32251, 0.68356], [-3.68151, -0.90394, 2.08790], [-4.71986, -0.64677, 1.11750], [-4.63620, 0.78405, 0.28524], [-5.87214, 0.94898, -0.42033], [-4.21906, 1.80147, 1.20536], [-3.32349, 0.55602, -0.92102], [-2.04798, 0.95361, -0.57854], [-1.00037, 0.71892, -1.46692], [-1.26426, 0.07800, -2.68157], [-2.55159, -0.30118, -3.00952], [-3.59509, -0.06142, -2.12586], [-4.61224, -0.33100, -2.36031], [-2.74557, -0.78499, -3.95448], [-0.43910, -0.10791, -3.35059], [0.36821, 1.07386, -1.16168], [1.40289, 0.66379, -1.85307], [2.51956, 1.12878, -1.28856], [2.17245, 1.84820, -0.24733], [0.81395, 1.85036, -0.11400], [0.07355, 2.43965, 0.89846], [0.68543, 2.62930, 1.68935], [-0.35187, 3.31137, 0.58687], [3.22500, 2.65102, 0.87472], [4.82294, 1.95839, 0.34721], [4.84727, 1.99054, -0.74040], [5.57367, 2.61857, 0.77928], [5.00680, 0.54254, 0.90138], [5.65160, 0.33428, 1.90783], [4.39742, -0.39895, 0.17003], [3.82704, -0.11689, -0.62108], [4.35233, -1.78802, 0.58157], [3.25729, -2.00747, 1.63538], [1.86595, -1.81469, 1.04110], [1.65596, -2.75827, -0.13833], [2.72542, -2.53484, -1.20419], [4.13318, -2.70785, -0.62644], [5.19868, -2.48313, -1.69648], [5.08898, -3.21258, -2.49548], [5.10930, -1.48954, -2.12845], [6.19415, -2.58510, -1.27038], [4.22500, -3.73553, -0.25666], [2.60693, -1.53789, -1.63138], [2.58602, -3.25128, -2.01642], [0.66658, -2.59574, -0.57204], [1.70336, -3.79070, 0.21682], [1.74868, -0.78314, 0.70562], [1.10958, -1.99839, 1.80714], [3.34889, -3.02220, 2.02697], [3.42085, -1.31236, 2.46086], [5.32390, -2.00422, 1.04313], [-1.89138, 1.43084, 0.37486], [-5.36394, -1.75130, 0.44512], [-6.12508, -2.64960, 1.41439], [-6.70860, -3.37505, 0.85384], [-5.44449, -3.18688, 2.06983], [-6.79797, -2.05054, 2.02112], [-6.06673, -1.29119, -0.25065], [-4.63846, -2.34587, -0.12914], [-3.32841, 0.08122, 2.39510], [-4.13369, -1.38850, 2.95911]], "forces_ev_per_a": [[-0.3, 0.1, 0.1], [0.1, 0.0, 0.1], [0.0, -0.1, 0.0], [0.1, 0.0, -0.1], [0.5, 0.0, 0.3], [-0.2, 1.0, -0.4], [-0.1, -0.1, 0.1], [0.1, -0.2, -0.2], [0.3, -0.1, 0.0], [-0.5, 0.1, 0.4], [0.2, 0.1, 0.0], [-0.7, -0.1, 0.0], [0.0, 0.1, 0.1], [0.0, 0.0, 0.1], [-0.1, 0.0, 0.0], [-0.1, -0.1, -0.1], [0.0, 0.0, -0.1], [0.1, 0.0, -0.1], [0.5, 0.0, 0.2], [-1.2, -0.3, -0.5], [0.6, 0.7, 0.6], [0.0, 0.1, -0.1], [0.6, -0.2, -0.6], [-0.2, 0.3, 0.5], [-0.1, -0.1, -0.1], [0.3, -0.1, -0.1], [0.1, 0.2, 0.2], [-0.2, -0.1, 0.1], [0.1, 0.0, 0.0], [-0.1, -0.1, 0.0], [0.0, 0.4, -0.4], [0.2, 0.0, 0.4], [-0.2, -0.4, -0.3], [0.2, 0.2, 0.1], [0.1, -0.4, 0.4], [0.0, 0.3, -0.1], [0.0, -0.3, 0.1], [-0.1, 0.3, -0.1], [0.0, -0.3, 0.2], [0.1, 0.3, -0.2], [-0.2, -0.2, 0.2], [0.0, -0.1, -0.1], [0.0, 0.1, -0.1], [0.2, 0.0, 0.0], [0.0, 0.0, 0.1], [0.0, 0.0, -0.1], [0.0, 0.0, -0.1], [-0.1, -0.1, 0.0], [0.0, -0.1, 0.0], [0.0, 0.2, 0.0], [0.0, 0.1, 0.0], [0.0, -0.1, 0.1], [0.1, -0.1, 0.1], [-0.1, 0.0, -0.1], [0.1, 0.0, 0.0], [-0.4, -0.3, -0.3], [0.2, 0.2, -0.1], [0.0, -0.1, 0.0], [0.0, -0.1, 0.1], [-0.1, 0.0, 0.1], [0.0, -0.3, 0.0], [-0.1, 0.1, 0.0], [0.0, -0.2, 0.2], [0.0, 0.1, 0.0]]}



2.
{"formula": "C10H17N3", "method": "ωB97M-V/def2-TZVPD", "charge": 0, "lumo_ev": 0.87, "spin_multiplicity": 1, "smiles": "CC(C)(C)N1CCCc2ccnn21", "e_homo_ev": -8.56, "symbols": ["C", "C", "C", "C", "C", "C", "C", "C", "C", "C", "N", "N", "N", "H", "H", "H", "H", "H", "H", "H", "H", "H", "H", "H", "H", "H", "H", "H", "H", "H"], "positions_angstrom": [[-3.18327, -0.59056, -0.28032], [-2.59653, -1.83553, -0.09557], [-2.22395, 0.33279, 0.03880], [-2.19050, 1.79178, -0.02114], [-0.83349, 2.43912, 0.52001], [0.33869, 1.60870, -0.04002], [2.75884, 0.05012, 0.28392], [1.46152, -1.95419, 1.04784], [1.38967, -1.02450, -1.41069], [1.46208, -0.70689, 0.09447], [-1.26499, -1.66430, 0.10041], [-1.07092, -0.39925, 0.21513], [0.47485, 0.26499, 0.62530], [-4.24270, -0.54428, -0.55891], [-3.15107, -2.73238, -0.18697], [-2.33457, 2.18046, -1.12729], [-3.00778, 2.15220, 0.43817], [-0.64187, 3.38071, 0.19173], [-0.65585, 2.44845, 1.67251], [0.00407, 1.62131, -1.13315], [1.20062, 2.08696, 0.20060], [3.17360, 0.59238, -0.54805], [2.80825, 0.91535, 1.06760], [3.65283, -0.69088, 0.55690], [0.51300, -2.34710, 1.02066], [1.70976, -1.51432, 2.09788], [2.08560, -2.59821, 0.60301], [2.18305, -1.74190, -1.69246], [0.33695, -1.40645, -1.68359], [1.84411, -0.11457, -1.99678]], "forces_ev_per_a": [[-1.6, -0.6, 0.6], [1.5, 1.5, -0.7], [1.7, -0.3, -0.7], [3.2, 1.6, -2.7], [-0.2, -4.3, 2.8], [-3.6, -1.8, -1.2], [3.8, 0.4, 2.5], [-0.5, 5.2, 1.8], [-0.1, 0.7, -1.0], [0.4, 0.6, 0.2], [-1.0, -2.4, 0.7], [1.6, 2.6, 0.6], [-4.5, -0.8, -1.8], [0.6, 0.7, 0.3], [0.4, -1.1, -0.1], [0.5, -0.9, 1.8], [-2.8, 1.5, 1.9], [-0.1, 2.9, -1.1], [-1.0, -0.1, -1.8], [1.6, -0.6, 0.9], [2.7, 1.5, 0.0], [-0.4, 0.0, -1.0], [-0.5, -2.0, -0.7], [-2.0, 1.4, -0.3], [-2.0, -1.0, 0.3], [-0.1, -1.3, -1.8], [2.9, -2.6, -0.9], [-0.7, -0.3, 0.5], [1.9, 0.8, -0.1], [-1.8, -1.3, 0.8]]}



3.
{"formula": "C16H10ClF5Tb", "method": "ωB97M-V/def2-TZVPD", "charge": -1, "lumo_ev": [2.74, 2.87], "s_squared": 12.076, "spin_multiplicity": 7, "e_homo_ev": [-4.76, -4.78], "symbols": ["C", "C", "C", "H", "C", "C", "H", "H", "H", "H", "Tb", "Cl", "C", "C", "C", "H", "C", "C", "H", "H", "H", "H", "F", "C", "C", "C", "F", "C", "F", "C", "F", "C", "F"], "positions_angstrom": [[0.71260, 2.60050, 1.21184], [0.82130, 2.72933, -0.21157], [1.77408, 1.74637, -0.65478], [0.47585, 3.58665, -0.79282], [2.16534, 0.97149, 0.48701], [1.50430, 1.49541, 1.63198], [1.65205, 1.17026, 2.67213], [0.12907, 3.23277, 1.87263], [2.20085, 1.65256, -1.65340], [2.91240, 0.17799, 0.50417], [-0.69955, 0.49698, -0.46386], [-3.00064, 0.66183, 0.35791], [-2.18917, 0.12710, -2.50671], [-0.99019, -0.61777, -2.78522], [-0.06760, 0.27025, -3.42265], [-0.89461, -1.70155, -2.72022], [-0.68247, 1.54400, -3.53060], [-1.96673, 1.47524, -2.93329], [-2.71617, 2.26653, -2.94165], [-3.13615, -0.29224, -2.17328], [0.86420, -0.02516, -3.91072], [-0.28373, 2.39332, -4.09206], [-0.24093, 0.03690, 3.90854], [-0.12354, -1.02018, 3.07019], [-0.34149, -0.89831, 1.70814], [-0.17823, -2.03320, 0.95924], [-0.21300, -1.88553, -0.45749], [0.15275, -3.29379, 1.46771], [0.15574, -4.37682, 0.66899], [0.44011, -3.38268, 2.82439], [0.77853, -4.56504, 3.37381], [0.34958, -2.23081, 3.60683], [0.63546, -2.31241, 4.92482]], "forces_ev_per_a": [[0.1, -0.9, -0.3], [0.8, -0.1, 0.2], [-0.1, -0.2, 0.7], [0.0, -0.4, 0.1], [-0.4, 0.6, -0.3], [0.1, 0.7, -0.4], [-0.3, 0.1, -0.7], [0.0, -0.1, -0.2], [-0.3, 0.0, 0.3], [-0.3, 0.1, -0.1], [1.9, 1.1, 0.5], [-1.2, 0.4, 0.9], [0.4, -0.2, -1.2], [-0.7, 0.4, -1.0], [-0.6, -0.1, 0.0], [0.0, 0.4, 0.1], [0.0, -0.4, 0.2], [0.1, -0.7, -0.1], [0.3, -0.2, 0.2], [0.4, 0.2, 0.0], [-0.2, 0.2, 0.5], [0.0, -0.2, 0.5], [0.0, -0.3, -0.1], [0.5, -1.1, -0.7], [-0.1, -0.3, -0.6], [0.5, -0.3, 1.3], [-0.1, -0.5, 0.8], [-0.3, 0.6, -0.5], [0.3, -0.1, 0.2], [-0.2, 0.3, -0.4], [0.0, 0.2, 0.0], [-0.6, 0.7, 0.2], [0.0, -0.2, -0.2]]}



4.
{"formula": "C5H8N2", "method": "ωB97M-V/def2-TZVPD", "charge": 0, "lumo_ev": -0.64, "spin_multiplicity": 1, "e_homo_ev": -7.85, "symbols": ["C", "C", "N", "C", "N", "C", "C", "H", "H", "H", "H", "H", "H", "H", "H"], "positions_angstrom": [[-0.96944, -1.30920, -0.43917], [1.91400, -0.23362, 0.34561], [-0.90477, 1.92902, -0.36984], [-0.84052, -0.07350, 0.45124], [-1.67272, 0.99805, 0.11007], [0.45626, 1.77339, -0.38872], [0.68365, 0.56878, 0.19786], [-1.35352, 2.80913, -0.59754], [-1.01469, -0.32858, 1.50135], [-0.73865, -1.05560, -1.47783], [-0.27822, -2.08614, -0.10917], [-1.99536, -1.68217, -0.37225], [2.01972, -0.95048, -0.47151], [1.91728, -0.78846, 1.28415], [2.77698, 0.42938, 0.33576]], "forces_ev_per_a": [[-0.5, 0.1, -0.2], [0.1, 0.2, 0.2], [-1.2, -1.8, 1.6], [3.8, 0.7, 0.3], [-0.6, 1.4, -1.2], [2.0, 0.6, -0.4], [-3.5, -0.9, -0.1], [-0.1, -0.1, -0.2], [-0.2, 0.0, 0.0], [-0.1, 0.0, 0.1], [-0.1, 0.1, 0.0], [0.2, -0.1, -0.1], [0.0, 0.0, 0.0], [0.0, -0.1, 0.0], [0.1, 0.0, -0.1]]}



| no. | E_tot (eV) |
| --- | --- |
| 1 | -59050.048 |
| 2 | -15111.513 |
| 3 | -65298.670 |
| 4 | -8290.835 |